Entry 1:
{
  "formula": "C4H8O3",
  "method": "the ωB97M-V functional and the def2-TZVPD basis",
  "multiplicity": 1,
  "charge": 0,
  "total_energy_ev": -10416.92979,
  "e_above_lowest_kj_mol": 393.05,
  "species": ["C", "C", "O", "C", "O", "C", "O", "H", "H", "H", "H", "H", "H", "H", "H"],
  "xyz": [[-2.266378, 0.662739, -1.528975], [0.054970, 0.875912, 0.617174], [0.725473, 1.189773, 1.625592], [0.270481, -0.152913, -0.307227], [1.407499, -1.475008, 0.255525], [2.331850, -1.538470, 1.089112], [2.583530, -0.643312, 1.969027], [-2.540766, 0.221110, -0.565524], [-2.672466, 0.065330, -2.342141], [-2.657713, 1.677750, -1.587041], [-0.739915, 1.584969, 0.303561], [1.883962, 0.103669, 1.852550], [-1.183342, 0.695967, -1.665455], [-0.420421, -0.908866, -0.641144], [3.024825, -2.401673, 1.108797]],
  "forces_ev_per_a": [[-0.10, 0.05, -0.18], [0.50, -0.27, -0.08], [0.47, -0.57, 0.05], [0.65, -0.83, 1.02], [-0.04, 0.33, -0.13], [-0.35, 0.41, -0.24], [-0.02, 0.01, -0.14], [0.10, 0.08, -0.25], [-0.17, 0.00, 0.02], [-0.05, -0.04, -0.01], [0.18, -0.43, -0.06], [-0.32, 0.62, 0.27], [-0.31, 0.10, -0.02], [0.01, 0.26, -0.09], [-0.55, 0.29, -0.16]],
  "lowdin_charge": [-0.064, -0.350, -0.063, 0.092, 0.013, -0.278, 0.134, 0.035, 0.028, 0.031, 0.117, 0.091, -0.011, 0.060, 0.166]
}


Entry 2:
{
  "formula": "C3H4N3",
  "method": "the ωB97M-V functional and the def2-TZVPD basis",
  "multiplicity": 1,
  "charge": 1,
  "smiles": "[NH2+]=C=NN1C=C1",
  "total_energy_ev": -7633.27302,
  "e_above_lowest_kj_mol": 292.65,
  "species": ["C", "C", "C", "N", "N", "N", "H", "H", "H", "H"],
  "xyz": [[2.317964, -0.521608, 0.236023], [1.918164, 0.692579, -0.046714], [-1.403127, -0.343251, -0.048837], [1.078092, -0.371864, -0.541203], [-0.241108, -0.462438, 0.100275], [-2.633879, 0.068945, -0.060985], [3.010418, -1.190232, 0.612939], [2.059428, 1.737281, -0.047436], [-2.794063, 0.562927, -0.898260], [-3.311892, -0.172343, 0.694198]],
  "forces_ev_per_a": [[-2.10, 3.70, -0.77], [1.17, -2.85, 1.02], [2.88, 0.33, 1.56], [0.76, -0.30, -1.26], [-2.75, -0.03, -0.02], [0.16, -1.34, 1.27], [0.83, -1.54, 0.51], [-0.24, 0.88, -0.22], [-1.40, 0.75, -0.86], [0.69, 0.41, -1.23]],
  "lowdin_charge": [0.095, 0.054, -0.075, 0.012, 0.190, 0.201, 0.103, 0.116, 0.127, 0.179]
}


| no. | E_LUMO (eV) | gap between HOMO and LUMO (eV) |
| --- | --- | --- |
| 1 | 0.67 | 9.5 |
| 2 | -4.50 | 9.6 |